C18H15BrFeN6S2 | ωB97M-V/def2-TZVPD

The geometry in XYZ format:
```
43
Properties=species:S:1:pos:R:3:forces:R:3
Fe -0.7586 0.1890 0.4618 1.47 1.27 -1.80
Br 5.1410 -4.4843 0.9713 -0.24 0.34 0.01
C 4.0734 -2.9356 0.8291 0.16 -0.17 0.03
C 2.7709 -2.9384 1.3243 0.06 -0.21 0.03
C 1.9797 -1.8207 1.1694 0.02 0.43 -0.20
C 2.4737 -0.6779 0.5303 0.33 -0.78 0.16
C 3.7914 -0.6773 0.0588 -0.26 0.22 -0.02
C 4.5871 -1.7956 0.2147 0.02 -0.15 0.07
N 1.5902 0.4052 0.3807 -1.60 0.03 0.41
C 1.9930 1.6111 0.2724 0.18 -0.20 0.00
C 1.0314 2.6901 0.1494 -0.14 0.31 0.04
C 1.4298 4.0111 0.0048 -0.10 -0.11 0.03
C 0.4632 5.0094 -0.0312 -0.02 -0.02 -0.01
C -0.8637 4.6564 0.1521 0.03 -0.13 0.02
C -1.1772 3.3140 0.3098 0.16 0.47 0.02
N -0.2638 2.3480 0.2630 -0.87 -1.53 0.20
H 2.3892 -3.8175 1.8241 0.01 -0.02 0.04
H 0.9644 -1.8021 1.5589 0.03 -0.10 0.06
H 4.1991 0.1857 -0.4516 0.01 0.01 -0.03
H 5.6090 -1.7884 -0.1383 -0.01 -0.01 -0.05
H 3.0406 1.8972 0.3334 0.06 -0.20 -0.10
H 2.4808 4.2564 -0.0617 0.03 -0.03 -0.05
H 0.7435 6.0441 -0.1759 0.03 0.01 0.04
H -1.6447 5.4020 0.1858 -0.02 0.03 0.01
H -2.1946 3.0119 0.5216 1.25 0.44 0.62
N -3.9508 2.1744 0.0662 -0.58 -0.27 -0.13
C -3.9164 0.8566 0.1555 -0.92 -0.01 0.13
N -2.8568 0.0929 -0.0224 1.06 0.20 0.71
C -3.2268 -1.2336 -0.0548 -0.76 -0.55 0.05
C -4.5643 -1.4814 0.2398 0.33 -0.01 -0.13
S -5.4198 -0.0530 0.4851 0.50 0.29 -0.18
C -2.2794 -2.1782 -0.5051 -0.18 0.22 -0.02
C -2.4893 -3.5106 -0.8275 0.07 -0.47 -0.10
S -1.1070 -4.2043 -1.5131 -0.15 0.36 0.09
C -0.2867 -2.6410 -1.3580 0.59 -0.43 -0.26
N -1.0313 -1.7094 -0.7897 0.66 1.25 0.79
N 0.9546 -2.4800 -1.7813 -0.73 -0.05 -0.15
H -3.1522 2.6711 -0.2968 -0.73 -0.31 -0.61
H -4.8267 2.6772 0.0988 -0.05 -0.01 0.08
H -5.0517 -2.4423 0.2921 -0.05 -0.04 0.01
H -3.3957 -4.0840 -0.7115 -0.03 -0.05 0.03
H 1.3981 -3.1953 -2.3399 0.18 -0.01 0.08
H 1.3534 -1.5528 -1.7946 0.18 -0.02 0.09
```
Positions in Å, forces in eV/Å.

Calculated total energy   -153921.606 eV
Total charge   +3
Gap between HOMO and LUMO (spin up / spin down)   5.396 / 3.701 eV
LUMO energy (spin up / spin down)   -10.789 / -12.484 eV
Multiplicity   2

Here are the natural (NBO) charges for atoms 1 to 4, given in e: atom 1 (Fe): 1.39, atom 2 (Br): 0.19, atom 3 (C): -0.06, atom 4 (C): -0.22